No. 1
{
  "formula": "CH3ClN2S",
  "method": "ωB97M-V/def2-TZVPD",
  "homo_lumo_gap_ev": [9.05, 9.05],
  "total_energy_ev": -27419.5173,
  "de_lowest_kcal_mol": 83.8,
  "symbols": ["C", "N", "N", "S", "Cl", "H", "H", "H"],
  "xyz": [[0.448, 0.278, -0.307], [-0.131, 2.519, -0.623], [0.275, 1.400, -0.617], [-0.973, -2.722, 1.027], [1.203, -0.994, -1.171], [0.548, 3.194, -0.165], [-0.685, -1.812, 1.808], [-0.686, -1.865, 0.049]],
  "forces_ev_per_angstrom": [[0.72, -3.40, 0.02], [-0.29, 3.91, -0.02], [0.46, 0.05, 0.50], [-0.89, -2.50, -2.18], [0.11, 0.69, -0.03], [-0.70, -1.00, -0.71], [0.80, 2.54, 2.71], [-0.21, -0.29, -0.28]]
}

No. 2
{
  "formula": "CH3ClN2S",
  "method": "ωB97M-V/def2-TZVPD",
  "homo_lumo_gap_ev": [7.74, 7.74],
  "total_energy_ev": -27420.2912,
  "de_lowest_kcal_mol": 66.0,
  "smiles": "NNC(=S)Cl",
  "symbols": ["C", "N", "N", "S", "Cl", "H", "H", "H"],
  "xyz": [[1.462, -0.911, -1.464], [-0.473, 0.091, -0.015], [0.785, 0.423, -0.453], [3.112, -0.887, -1.818], [0.287, -1.917, -1.971], [-1.133, 0.155, -0.728], [-0.836, 0.314, 0.909], [1.446, 0.502, 0.274]],
  "forces_ev_per_angstrom": [[3.08, 3.64, 2.56], [-0.09, -0.91, 1.39], [0.67, -2.34, -3.77], [-3.21, -0.05, 0.57], [-1.01, -0.86, -0.54], [-1.11, 0.61, -1.00], [0.84, -0.02, -0.35], [0.82, -0.08, 1.13]]
}

No. 3
{
  "formula": "CH3ClN3O",
  "method": "ωB97M-V/def2-TZVPD",
  "total_charge": 1,
  "homo_lumo_gap_ev": 10.14,
  "total_energy_ev": -20112.9648,
  "de_lowest_kcal_mol": 21.4,
  "smiles": "[H]/N=[N+](Cl)/N=C/O",
  "symbols": ["C", "N", "N", "N", "O", "Cl", "H", "H", "H"],
  "xyz": [[-1.121, 0.398, -0.323], [1.357, -1.501, 0.364], [0.055, 0.258, 0.073], [1.195, -0.376, -0.021], [-1.926, 1.465, 0.438], [2.513, 0.770, -0.483], [-1.585, -0.181, -1.125], [2.296, -1.854, 0.592], [-2.784, 1.022, 0.486]],
  "forces_ev_per_angstrom": [[-1.62, 2.48, 2.13], [-0.42, -1.13, 0.64], [0.29, 1.15, 0.94], [0.29, 1.21, -0.65], [2.92, -4.17, -2.79], [-0.73, -0.82, 0.23], [-0.26, 0.31, 0.09], [0.07, 0.60, -0.61], [-0.54, 0.37, 0.02]]
}